No. 1
DFT (the ωB97M-V functional and the def2-TZVPD basis) results for a cluster of 4 separate species, C19H48N5O5 in total.

Multiplicity: 1
Energy above the lowest of the compared OMol25 structures with the same formula, charge and spin (kcal per mole): 7.22
LUMO (Eh): 0.074
Molecular weight (g/mol): 426.623
Net charge: -1
DFT total energy (Eh): -1402.595419
HOMO energy (eV): -1.77

Element x y z (Å)
N -1.772 -2.369 -0.263
C -2.830 -2.450 -1.280
C -3.680 -1.186 -1.359
C -4.214 -0.679 -0.021
C -5.346 0.366 -0.184
N -6.671 -0.153 -0.159
C -7.274 -0.295 -1.439
C -7.500 -1.745 -1.939
O -7.793 -2.637 -0.853
C -9.070 -2.841 -0.556
O -9.993 -2.972 -1.338
H -1.875 -1.551 0.316
H -1.719 -3.203 0.295
H -2.358 -2.620 -2.249
H -3.495 -3.288 -1.069
H -4.554 -1.439 -1.968
H -3.166 -0.394 -1.906
H -4.555 -1.531 0.564
H -3.379 -0.213 0.521
H -5.119 0.942 -1.107
H -5.218 1.073 0.654
H -6.702 0.214 -2.238
H -8.276 0.179 -1.438
H -6.606 -2.120 -2.433
H -8.308 -1.767 -2.670
H -9.234 -2.920 0.526
C 0.909 3.206 0.917
C -0.606 3.057 0.824
C -1.172 1.936 1.703
O -0.951 0.637 1.199
C 0.305 0.056 1.482
N -0.984 2.900 -0.583
H 1.424 2.432 0.348
H 1.227 4.164 0.507
H 1.253 3.154 1.953
H -1.053 3.989 1.182
H -2.259 2.049 1.742
H -0.801 2.012 2.735
H 0.676 0.342 2.472
H 1.044 0.313 0.718
H 0.162 -1.021 1.456
H -1.997 2.911 -0.661
H -0.724 1.960 -0.870
C 7.332 4.033 1.044
C 6.174 4.806 1.668
C 4.892 3.979 1.835
O 4.164 3.766 0.645
C 4.623 2.705 -0.169
N 5.950 6.032 0.897
H 7.212 3.923 -0.033
H 8.268 4.566 1.209
H 7.427 3.038 1.483
H 6.484 5.103 2.674
H 4.215 4.535 2.489
H 5.101 3.020 2.329
H 5.016 1.879 0.433
H 5.388 3.039 -0.875
H 3.771 2.343 -0.744
H 5.260 6.606 1.372
H 5.500 5.769 0.024
C 2.867 -5.266 0.440
C 1.813 -4.315 -0.122
C 2.114 -3.816 -1.541
O 3.122 -2.824 -1.619
C 4.448 -3.306 -1.611
N 1.608 -3.212 0.817
H 3.759 -4.733 0.772
H 2.470 -5.793 1.306
H 3.168 -6.009 -0.302
H 0.873 -4.869 -0.184
H 1.209 -3.342 -1.927
H 2.357 -4.652 -2.211
H 4.530 -4.264 -2.134
H 4.833 -3.416 -0.593
H 5.068 -2.573 -2.128
H 0.826 -2.655 0.480
H 2.411 -2.593 0.742


No. 2
DFT (the ωB97M-V functional and the def2-TZVPD basis) results for a cluster of 5 separate species, C19H48O19P4 in total.

Multiplicity: 1
LUMO (Eh): -0.072
Molecular weight (g/mol): 704.470
DFT total energy (Eh): -3547.521177
HOMO energy (eV): -9.59
SMILES string: CCCO[C@@H]1COC(=O)C1.COP(=O)(OC)OC.COP(=O)(OC)OC.COP(=O)(OC)OC.COP(=O)(OC)OC

Element x y z (Å)
C 0.331 -8.744 2.166
C 0.495 -7.257 1.658
C -0.321 -6.235 2.511
O -1.585 -5.885 1.941
C -2.419 -6.974 1.766
C -3.836 -6.711 1.171
O -4.408 -8.041 1.304
C -3.710 -8.834 2.201
O -3.710 -9.989 2.267
C -2.917 -7.770 3.023
H -0.326 -9.291 1.467
H 1.304 -9.251 2.259
H -0.183 -8.774 3.142
H 1.565 -7.008 1.653
H 0.127 -7.242 0.618
H -0.429 -6.575 3.557
H 0.291 -5.317 2.537
H -2.080 -7.808 1.110
H -3.742 -6.357 0.134
H -4.508 -6.132 1.828
H -2.175 -8.131 3.741
H -3.711 -7.195 3.536
C -0.990 -2.851 -1.605
O 0.320 -3.425 -1.456
P 0.729 -4.657 -2.567
O 1.475 -5.467 -1.542
O 1.707 -3.629 -3.369
C 2.756 -2.976 -2.651
O 0.957 -5.796 -3.798
C 0.282 -5.548 -5.043
H -1.119 -2.087 -0.841
H -1.093 -2.388 -2.591
H -1.756 -3.618 -1.473
H 3.050 -3.531 -1.760
H 2.437 -1.974 -2.368
H 3.617 -2.891 -3.312
H 0.620 -4.608 -5.485
H -0.799 -5.517 -4.891
H 0.517 -6.363 -5.725
C 4.189 3.785 -1.027
O 3.510 2.522 -1.157
P 4.454 1.131 -0.918
O 3.821 0.288 -1.975
O 3.786 0.904 0.554
C 2.379 0.707 0.630
O 5.701 0.074 -0.519
C 6.694 0.563 0.400
H 3.469 4.581 -1.202
H 4.599 3.895 -0.019
H 4.992 3.860 -1.764
H 1.962 0.323 -0.301
H 1.898 1.654 0.881
H 2.175 -0.011 1.425
H 6.240 0.813 1.361
H 7.195 1.440 -0.012
H 7.431 -0.223 0.552
C 1.071 7.312 4.069
O 0.523 6.878 2.811
P 1.036 5.355 2.262
O 1.125 5.698 0.810
O -0.382 4.664 2.660
C -1.571 5.140 2.031
O 1.774 3.846 2.168
C 2.057 3.173 3.408
H 0.663 8.294 4.300
H 0.795 6.616 4.866
H 2.159 7.386 4.003
H -1.366 5.619 1.074
H -2.076 5.846 2.689
H -2.230 4.289 1.863
H 1.138 2.977 3.964
H 2.737 3.772 4.016
H 2.537 2.225 3.175
C -5.181 6.865 -4.283
O -5.097 7.392 -2.947
P -4.069 6.557 -1.882
O -4.914 6.690 -0.658
O -2.931 7.722 -1.971
C -3.266 9.036 -1.540
O -2.947 5.473 -1.257
C -1.989 4.945 -2.195
H -5.867 7.487 -4.854
H -4.199 6.885 -4.764
H -5.562 5.842 -4.263
H -4.092 9.035 -0.828
H -3.530 9.649 -2.403
H -2.387 9.466 -1.061
H -1.387 5.748 -2.625
H -2.498 4.399 -2.991
H -1.332 4.260 -1.663


No. 3
DFT (the ωB97M-V functional and the def2-TZVPD basis) results for a structure of composition C19H49AlClIO9P.

Multiplicity: 1
LUMO (Eh): 0.070
Molecular weight (g/mol): 641.905
Net charge: -1
DFT total energy (Eh): -2772.077614
HOMO energy (eV): -4.13

Element x y z (Å)
C 1.987 -9.437 -0.847
C 2.283 -8.896 -2.245
C 1.627 -7.544 -2.546
I -0.481 -7.836 -2.907
Al 2.578 -6.561 -4.056
P 3.840 -4.801 -2.983
O 2.558 -3.920 -2.408
Cl 4.472 -5.846 -1.224
H 2.584 -8.892 -0.113
H 0.934 -9.320 -0.593
H 2.261 -10.491 -0.757
H 1.994 -9.617 -3.011
H 3.362 -8.730 -2.332
H 1.664 -6.949 -1.631
H 3.654 -7.531 -4.762
H 1.590 -5.822 -5.088
H 2.874 -3.136 -1.957
C 1.284 -0.796 -2.551
O 2.108 -0.611 -1.408
C 3.153 0.327 -1.594
C 2.810 1.690 -1.034
O 1.716 2.301 -1.695
C 0.476 2.070 -1.049
H 0.372 -1.288 -2.221
H 1.028 0.153 -3.028
H 1.784 -1.446 -3.275
H 3.412 0.407 -2.655
H 4.029 -0.055 -1.062
H 3.673 2.351 -1.159
H 2.603 1.603 0.039
H 0.361 2.722 -0.175
H 0.387 1.033 -0.725
H -0.328 2.288 -1.751
C -0.446 -0.902 1.264
O -1.499 -0.007 0.928
C -2.380 -0.522 -0.059
C -3.646 -1.090 0.546
O -3.404 -2.202 1.388
C -3.265 -1.844 2.749
H -0.034 -0.575 2.219
H -0.807 -1.926 1.367
H 0.348 -0.877 0.510
H -1.874 -1.279 -0.666
H -2.655 0.310 -0.716
H -4.305 -1.427 -0.259
H -4.167 -0.301 1.102
H -4.246 -1.661 3.204
H -2.651 -0.949 2.861
H -2.784 -2.670 3.270
C 0.334 5.178 -2.167
O -1.065 5.164 -1.922
C -1.554 6.334 -1.300
C -2.169 7.303 -2.287
O -1.228 7.806 -3.218
C -1.228 7.122 -4.457
H 0.551 4.400 -2.895
H 0.660 6.143 -2.562
H 0.888 4.956 -1.251
H -0.757 6.831 -0.736
H -2.329 6.027 -0.591
H -2.567 8.159 -1.734
H -3.002 6.821 -2.809
H -2.071 7.444 -5.079
H -1.276 6.040 -4.321
H -0.300 7.373 -4.968
C 1.091 1.785 5.366
O 0.106 2.744 5.028
C -0.882 2.255 4.136
C -2.146 1.828 4.848
O -1.927 0.740 5.731
C -1.774 1.126 7.083
H 1.605 2.146 6.256
H 0.648 0.810 5.581
H 1.820 1.675 4.557
H -0.488 1.422 3.545
H -1.130 3.067 3.446
H -2.866 1.498 4.093
H -2.584 2.674 5.388
H -2.747 1.333 7.543
H -1.138 2.008 7.181
H -1.309 0.293 7.609